Entry 1:
ORCA calculation (wB97M-V/def2-TZVPD) on a cluster of 8 separate species, C54H52F9NO4P in total in a non-equilibrium geometry.

Structure (XYZ):
```
121
Properties=species:S:1:pos:R:3
O -4.01 -6.02 3.40
C -3.22 -5.51 2.57
O -3.53 -4.39 1.77
C -2.60 -3.29 1.97
C -2.07 -2.68 0.56
C -1.01 -1.48 0.82
F -1.10 -0.64 -0.35
F -1.49 -0.72 1.93
C 0.51 -1.98 0.95
F 1.15 -1.63 -0.29
F 0.63 -3.42 1.03
C 1.38 -1.29 2.10
F 2.75 -1.49 1.73
F 1.23 0.13 2.16
C 1.23 -1.98 3.56
F 1.82 -1.09 4.52
F 2.03 -3.14 3.56
F -0.10 -2.18 3.98
C -1.80 -6.25 2.40
C -1.47 -6.84 1.00
C -0.09 -7.52 0.82
N 0.83 -7.59 1.93
C 0.58 -7.06 3.26
P 1.84 -7.12 4.71
O 2.15 -5.49 5.22
O 3.37 -7.60 4.07
C -0.79 -6.35 3.58
H -3.15 -2.48 2.58
H -1.67 -3.56 2.57
H -3.01 -2.30 0.02
H -1.59 -3.47 -0.11
H -2.26 -6.72 0.17
H 0.14 -7.92 -0.24
H 1.74 -8.05 1.75
H 1.33 -5.10 5.61
H 3.25 -8.17 3.28
H -1.02 -5.92 4.62
C -3.00 -1.41 5.89
C -3.94 -2.31 5.39
C -5.24 -2.30 5.87
C -5.62 -1.39 6.85
C -4.68 -0.49 7.36
C -3.37 -0.50 6.88
H -1.98 -1.42 5.52
H -3.65 -3.02 4.62
H -5.97 -3.01 5.48
H -6.63 -1.38 7.23
H -4.97 0.22 8.12
H -2.64 0.19 7.28
C 4.63 0.11 -2.31
C 3.43 0.14 -1.60
C 2.37 0.90 -2.07
C 2.50 1.62 -3.26
C 3.70 1.59 -3.96
C 4.77 0.83 -3.49
H 5.46 -0.49 -1.94
H 3.33 -0.43 -0.69
H 1.43 0.93 -1.52
H 1.67 2.21 -3.63
H 3.80 2.15 -4.89
H 5.70 0.81 -4.04
C 1.31 2.63 -7.05
C 1.46 2.27 -8.38
C 1.32 3.22 -9.39
C 1.03 4.54 -9.05
C 0.89 4.91 -7.72
C 1.02 3.95 -6.72
H 1.42 1.89 -6.26
H 1.69 1.24 -8.64
H 1.43 2.93 -10.43
H 0.93 5.29 -9.84
H 0.67 5.94 -7.46
H 0.90 4.24 -5.68
C 10.18 3.22 -4.11
C 8.83 3.52 -3.95
C 7.86 2.78 -4.62
C 8.25 1.73 -5.46
C 9.60 1.43 -5.62
C 10.56 2.18 -4.95
H 10.93 3.80 -3.58
H 8.53 4.33 -3.29
H 6.81 3.02 -4.50
H 7.50 1.15 -5.99
H 9.90 0.62 -6.27
H 11.61 1.95 -5.08
C -8.29 -2.14 2.70
C -8.44 -0.83 2.27
C -7.48 -0.26 1.43
C -6.38 -1.01 1.02
C -6.24 -2.33 1.45
C -7.19 -2.89 2.30
H -9.04 -2.59 3.35
H -9.30 -0.25 2.58
H -7.59 0.76 1.10
H -5.64 -0.57 0.37
H -5.38 -2.91 1.13
H -7.08 -3.92 2.64
C 7.87 6.16 -5.93
C 6.49 6.34 -5.94
C 5.96 7.61 -6.12
C 6.80 8.70 -6.31
C 8.18 8.52 -6.31
C 8.71 7.25 -6.12
H 8.28 5.17 -5.79
H 5.83 5.49 -5.80
H 4.88 7.76 -6.12
H 6.39 9.69 -6.46
H 8.84 9.37 -6.46
H 9.79 7.10 -6.11
C -8.01 2.56 7.24
C -9.36 2.85 7.41
C -10.32 2.11 6.73
C -9.94 1.07 5.89
C -8.59 0.78 5.72
C -7.62 1.52 6.39
H -7.25 3.14 7.77
H -9.66 3.66 8.07
H -11.37 2.35 6.86
H -10.69 0.50 5.37
H -8.29 -0.03 5.07
H -6.57 1.29 6.26
```

Output
Spin multiplicity: 1
Orbital gap: 4.42 eV
HOMO level: -10.0 eV
Charge: +1

=====

Entry 2:
ORCA calculation (wB97M-V/def2-TZVPD) on a structure of composition C54H53CaCl3N4O2PSi in a non-equilibrium geometry.

Structure (XYZ):
```
119
Properties=species:S:1:pos:R:3
Ca 0.73 0.18 0.28
C -4.67 -0.02 5.83
C -4.52 -1.05 4.91
C -3.58 -0.95 3.91
C -2.77 0.18 3.79
C -2.94 1.21 4.71
C -3.88 1.11 5.72
C -1.73 0.25 2.74
C -0.55 -0.49 3.02
C -0.34 -1.28 4.18
C 0.98 -1.66 4.18
C 1.56 -1.09 3.01
C 2.94 -1.16 2.66
C 3.83 -1.75 3.70
C 4.09 -1.03 4.87
C 4.89 -1.56 5.87
C 5.44 -2.82 5.72
C 5.19 -3.54 4.56
C 4.40 -3.01 3.56
C 3.51 -0.64 1.51
N 2.84 0.03 0.53
C 3.75 0.51 -0.36
C 3.40 1.25 -1.49
C 4.29 2.16 -2.16
C 4.13 2.42 -3.53
C 4.95 3.31 -4.19
C 5.96 3.98 -3.50
C 6.12 3.74 -2.14
C 5.31 2.85 -1.48
C 2.00 1.19 -1.91
C 1.27 0.09 -2.21
C -0.17 0.51 -2.31
C -0.03 1.96 -1.88
N 1.21 2.33 -1.78
C -1.14 2.74 -1.37
C -1.72 2.26 -0.20
C -2.94 2.71 0.42
C -3.10 1.98 1.56
C -1.97 1.10 1.66
N -1.17 1.27 0.56
C -1.44 4.03 -1.93
C -1.40 4.23 -3.32
C -1.71 5.45 -3.88
C -2.06 6.53 -3.08
C -2.08 6.36 -1.70
C -1.79 5.14 -1.14
C 5.07 0.11 0.06
C 4.92 -0.61 1.20
N 0.61 -0.41 2.31
H -5.41 -0.10 6.62
H -5.14 -1.94 4.98
H -3.44 -1.76 3.20
H -2.33 2.10 4.63
H -4.00 1.91 6.43
H -1.09 -1.54 4.92
H 1.49 -2.27 4.90
H 3.66 -0.05 4.99
H 5.08 -0.99 6.76
H 6.06 -3.24 6.50
H 5.62 -4.53 4.44
H 4.21 -3.57 2.66
H 3.35 1.90 -4.07
H 4.82 3.48 -5.25
H 6.60 4.68 -4.01
H 6.88 4.28 -1.59
H 5.43 2.70 -0.42
H 1.64 -0.89 -2.44
H -0.87 -0.05 -1.69
H -3.61 3.45 0.01
H -3.91 2.05 2.27
H -1.13 3.41 -3.97
H -1.70 5.57 -4.96
H -2.30 7.49 -3.52
H -2.31 7.20 -1.06
H -1.77 5.02 -0.06
H 5.98 0.32 -0.48
H 5.69 -1.09 1.78
C 4.20 -2.40 -2.28
O 3.18 -2.32 -1.33
C 2.57 -3.55 -1.02
C 1.42 -3.27 -0.05
O 0.37 -2.51 -0.61
C -0.45 -3.22 -1.51
H 5.02 -3.06 -1.94
H 4.58 -1.39 -2.42
H 3.82 -2.79 -3.24
H 3.29 -4.24 -0.54
H 2.21 -4.03 -1.95
H 1.81 -2.67 0.77
H 1.03 -4.23 0.33
H -0.93 -4.07 -1.01
H 0.10 -3.59 -2.38
H -1.22 -2.53 -1.85
Cl -0.42 -1.59 -4.72
Si -0.66 0.36 -4.14
Cl 0.56 1.44 -5.33
Cl -2.60 0.79 -4.57
C -6.01 0.54 -1.54
C -4.48 0.49 -1.54
P -3.65 -1.18 -1.59
C -4.66 -1.99 -2.95
C -4.04 -3.30 -3.43
C -4.49 -1.94 -0.10
C -3.71 -3.12 0.46
H -6.33 1.58 -1.48
H -6.42 0.01 -0.68
H -6.42 0.11 -2.45
H -4.10 0.97 -0.64
H -4.10 1.06 -2.39
H -4.70 -1.28 -3.79
H -5.68 -2.16 -2.61
H -3.03 -3.13 -3.78
H -4.62 -3.72 -4.25
H -4.01 -4.02 -2.62
H -5.51 -2.26 -0.35
H -4.55 -1.16 0.66
H -3.58 -3.90 -0.29
H -4.23 -3.56 1.31
H -2.72 -2.79 0.79
```

Output
Spin multiplicity: 1
Orbital gap (spin up / spin down): 4.88 / 4.84 eV
HOMO level (spin up / spin down): -2.8 / -2.8 eV
Charge: -1

=====

Entry 3:
ORCA calculation (wB97M-V/def2-TZVPD) on a structure of composition C54H54AsCoGeN2PS in a non-equilibrium geometry.

Structure (XYZ):
```
115
Properties=species:S:1:pos:R:3
Co -1.59 0.26 0.92
C -2.86 -0.07 2.43
C -3.39 -1.48 2.56
C -2.91 -2.32 3.58
C -3.31 -3.65 3.64
C -4.26 -4.13 2.76
C -4.94 -3.24 1.91
C -4.56 -1.92 1.87
H -2.31 0.18 3.37
H -3.67 0.62 2.27
H -2.29 -1.88 4.37
H -2.93 -4.36 4.41
H -4.50 -5.19 2.80
H -5.77 -3.52 1.25
H -5.19 -1.18 1.32
S -1.74 2.47 1.26
C -0.82 3.39 0.03
N -0.40 4.61 0.42
C 0.47 5.45 -0.36
C 0.40 5.06 -1.84
C 0.61 3.61 -2.01
N -0.30 2.83 -1.11
H -0.91 5.00 1.22
H 1.49 5.42 -0.01
H 0.24 6.50 -0.28
H 1.15 5.68 -2.42
H -0.61 5.35 -2.17
H 1.68 3.34 -1.87
H 0.42 3.30 -3.07
H -0.41 1.83 -1.30
C -2.98 -2.10 -1.14
Ge -2.76 -0.20 -0.88
C -4.68 0.43 -0.84
C -5.48 -0.19 -1.78
C -6.85 0.13 -1.91
C -7.36 1.20 -1.16
C -6.51 1.92 -0.37
C -5.13 1.56 -0.16
C -2.01 0.21 -2.80
C -1.03 -0.70 -3.27
C -0.56 -0.68 -4.58
C -1.03 0.27 -5.49
C -2.01 1.23 -5.03
C -2.50 2.21 -5.91
C -3.58 3.00 -5.51
C -4.10 2.92 -4.22
C -3.45 2.14 -3.27
C -2.42 1.26 -3.68
H -3.40 -2.28 -2.11
H -3.66 -2.59 -0.45
H -1.99 -2.48 -0.89
H -5.05 -0.94 -2.44
H -7.38 -0.31 -2.74
H -8.40 1.41 -1.18
H -6.88 2.85 0.07
H -4.55 2.13 0.61
H -0.73 -1.53 -2.58
H 0.16 -1.45 -4.87
H -0.76 0.30 -6.58
H -2.10 2.28 -6.89
H -4.12 3.63 -6.25
H -4.99 3.48 -3.91
H -3.81 2.13 -2.23
C 1.66 -0.08 0.12
C 3.01 -0.57 0.69
As 4.40 -0.39 -0.72
C 5.42 1.27 -0.19
C 4.78 2.51 0.01
C 5.49 3.70 0.21
C 6.88 3.65 0.26
C 7.51 2.41 0.04
C 6.82 1.24 -0.24
C 5.47 -1.69 0.31
C 6.15 -2.75 -0.30
C 7.04 -3.51 0.37
C 7.15 -3.39 1.79
C 6.35 -2.47 2.40
C 5.54 -1.55 1.70
P 0.14 -0.79 1.09
C 0.29 -2.55 0.68
C 0.96 -3.09 -0.46
C 1.13 -4.43 -0.64
C 0.52 -5.35 0.17
C -0.27 -4.89 1.19
C -0.34 -3.52 1.50
C 0.77 -0.62 2.76
C 1.11 0.65 3.16
C 1.33 0.90 4.50
C 1.41 -0.11 5.45
C 1.27 -1.37 5.01
C 0.97 -1.70 3.68
H 1.47 -0.26 -0.96
H 1.58 1.04 0.22
H 2.93 -1.58 1.11
H 3.42 0.12 1.48
H 3.69 2.57 0.20
H 4.93 4.58 0.61
H 7.33 4.61 0.39
H 8.60 2.40 0.14
H 7.33 0.31 -0.41
H 5.94 -2.96 -1.33
H 7.55 -4.30 -0.22
H 7.71 -4.10 2.42
H 6.29 -2.43 3.50
H 5.21 -0.73 2.27
H 1.34 -2.37 -1.18
H 1.82 -4.74 -1.42
H 0.58 -6.43 -0.07
H -0.75 -5.68 1.78
H -0.93 -3.22 2.37
H 0.94 1.40 2.44
H 1.51 1.90 4.85
H 1.70 0.02 6.51
H 1.24 -2.10 5.86
H 0.96 -2.75 3.37
```

Output
<S²>: 2.263
Spin multiplicity: 3
Orbital gap (spin up / spin down): 5.38 / 6.57 eV
HOMO level (spin up / spin down): -9.7 / -10.1 eV
Charge: +1
Relative energy (zero: lowest compared OMol25 entry of this formula, charge and spin): 78.09 kJ/mol

=====

Entry 4:
ORCA calculation (wB97M-V/def2-TZVPD) on a structure of composition C54H54AsF6O18 in a non-equilibrium geometry.

Structure (XYZ):
```
133
Properties=species:S:1:pos:R:3
As -0.23 0.33 -0.27
F -0.43 -1.33 -0.60
F 1.16 -0.10 0.70
F 0.01 1.99 0.18
F -1.54 0.77 -1.32
F -1.38 0.17 1.01
F 0.86 0.52 -1.61
C -6.58 -1.43 1.68
C -5.57 -1.64 0.76
C -4.68 -0.61 0.52
C -4.90 0.66 1.01
C -5.95 0.85 1.90
C -6.82 -0.18 2.21
O -7.90 0.03 3.05
O -3.66 -0.81 -0.35
H -7.29 -2.24 1.83
H -5.38 -2.57 0.23
H -4.28 1.53 0.82
H -6.07 1.81 2.40
H -8.54 0.62 2.65
H -3.03 -0.07 -0.31
C -1.05 -2.50 5.43
C -1.33 -2.82 4.14
C -2.02 -1.92 3.34
C -2.43 -0.71 3.84
C -2.03 -0.34 5.12
C -1.41 -1.23 5.93
O -1.18 -0.94 7.25
O -2.31 -2.38 2.09
H -0.30 -3.04 6.01
H -0.97 -3.75 3.73
H -2.88 0.03 3.19
H -2.33 0.63 5.50
H -0.68 -1.57 7.76
H -2.90 -1.75 1.65
C -2.55 0.99 -6.61
C -1.16 1.13 -6.73
C -0.38 1.36 -5.62
C -0.97 1.43 -4.36
C -2.35 1.32 -4.22
C -3.12 1.09 -5.35
O -4.49 1.13 -5.15
O 0.96 1.59 -5.79
H -3.18 0.84 -7.49
H -0.71 1.13 -7.71
H -0.40 1.65 -3.47
H -2.83 1.51 -3.27
H -4.97 0.94 -5.96
H 1.52 0.83 -5.55
C -3.26 -4.83 -4.56
C -2.89 -4.75 -3.22
C -2.80 -3.52 -2.57
C -2.71 -2.39 -3.39
C -2.94 -2.48 -4.76
C -3.32 -3.69 -5.35
O -3.64 -3.67 -6.71
O -2.92 -3.42 -1.23
H -3.60 -5.81 -4.91
H -3.00 -5.66 -2.64
H -2.37 -1.41 -3.04
H -2.92 -1.58 -5.37
H -3.11 -4.32 -7.18
H -3.27 -2.55 -0.98
C 5.19 1.49 5.00
C 4.32 2.56 4.97
C 3.62 2.85 3.81
C 3.81 2.03 2.71
C 4.68 0.94 2.73
C 5.38 0.69 3.89
O 6.15 -0.44 4.05
O 2.79 3.93 3.80
H 5.73 1.27 5.91
H 4.21 3.11 5.89
H 3.16 2.18 1.86
H 4.77 0.40 1.79
H 6.43 -0.90 3.26
H 2.38 4.02 2.92
C -0.99 5.79 2.39
C -2.04 5.86 3.30
C -3.16 5.07 3.16
C -3.20 4.14 2.13
C -2.16 4.08 1.24
C -1.03 4.89 1.35
O 0.01 4.86 0.47
O -4.30 5.21 3.90
H -0.18 6.49 2.54
H -1.94 6.51 4.16
H -4.06 3.49 2.06
H -2.08 3.32 0.46
H 0.11 3.99 0.05
H -4.10 5.53 4.79
C 2.81 -3.95 5.00
C 2.09 -3.75 3.83
C 1.77 -2.45 3.43
C 2.26 -1.39 4.19
C 2.93 -1.62 5.38
C 3.18 -2.91 5.82
O 3.79 -3.17 7.00
O 1.01 -2.32 2.32
H 2.97 -5.00 5.24
H 1.66 -4.65 3.40
H 1.84 -0.44 3.88
H 3.09 -0.80 6.08
H 4.22 -2.39 7.37
H 0.99 -1.42 1.93
C 1.19 -2.50 -2.97
C 1.42 -1.92 -4.22
C 2.62 -1.29 -4.45
C 3.63 -1.29 -3.49
C 3.44 -1.98 -2.31
C 2.20 -2.55 -2.04
O 2.06 -3.21 -0.82
O 2.82 -0.66 -5.69
H 0.19 -2.86 -2.82
H 0.57 -1.83 -4.89
H 4.62 -0.97 -3.82
H 4.25 -2.01 -1.59
H 2.84 -3.75 -0.70
H 3.77 -0.52 -5.83
C 6.36 1.86 -3.75
C 5.68 1.70 -2.55
C 4.30 1.76 -2.53
C 3.59 2.06 -3.68
C 4.27 2.37 -4.85
C 5.65 2.15 -4.90
O 6.28 2.41 -6.12
O 3.62 1.51 -1.38
H 7.45 1.89 -3.79
H 6.18 1.49 -1.61
H 2.51 2.06 -3.58
H 3.83 2.70 -5.78
H 7.23 2.32 -6.01
H 2.75 1.11 -1.56
```

Output
Spin multiplicity: 1
Orbital gap: 7.45 eV
HOMO level: -5.4 eV
Charge: -1
Relative energy (zero: lowest compared OMol25 entry of this formula, charge and spin): 0.00 kJ/mol